No. 1
A cluster of 5 separate species, C37H46BF4O6 in total, computed with wB97M-V/def2-TZVPD.

Element x y z (Å)
C -0.502948 3.165812 0.625123
C 0.719083 3.193065 -0.276611
O 1.742439 2.346847 0.229228
C 1.811305 1.080230 -0.418729
C 2.578767 0.134815 0.503066
O 2.292962 -1.232352 0.320052
C 2.386494 -1.726501 -0.999594
O 2.981309 -2.969295 -1.009137
B 2.811597 -3.377700 -2.450693
O 1.438664 -2.807826 -2.787702
C 1.051890 -1.965846 -1.742868
C -0.055615 -2.638275 -0.917529
C -0.650129 -1.820728 0.235135
C -1.993346 -2.370502 0.724771
C -3.217076 -2.155385 -0.183517
C -3.217685 -0.807296 -0.877145
O -4.576591 -0.462189 -1.231577
C -4.674949 0.627520 -2.044882
C -4.481701 0.326897 -3.502608
O -4.971430 1.697805 -1.609283
H -1.261933 3.878519 0.294836
H -0.938247 2.162998 0.649093
H -0.205872 3.424598 1.644435
H 0.456430 2.883580 -1.295605
H 1.130487 4.206969 -0.334217
H 0.805169 0.683029 -0.585688
H 2.309816 1.193575 -1.388897
H 3.660480 0.316308 0.422401
H 2.276467 0.377077 1.525887
H 2.983158 -1.038115 -1.634166
H 3.662604 -2.824659 -3.170959
H 2.862140 -4.600791 -2.555938
H 0.648212 -1.014571 -2.142485
H -0.860849 -2.864751 -1.631839
H 0.318005 -3.597385 -0.548372
H -0.739185 -0.768967 -0.066817
H 0.047123 -1.816441 1.073182
H -2.214560 -1.959014 1.716288
H -1.876326 -3.451220 0.866263
H -3.298704 -2.949849 -0.929504
H -4.126533 -2.215630 0.421680
H -2.606134 -0.838828 -1.787512
H -2.820196 -0.021469 -0.226262
H -5.374317 -0.190379 -3.864278
H -3.633297 -0.337063 -3.671585
H -4.356797 1.258242 -4.052617
F 1.030065 6.020671 2.331263
C 1.855022 5.474051 3.251655
C 1.854002 5.994771 4.530401
C 2.702817 5.429397 5.472018
C 3.527893 4.368591 5.124650
C 3.506147 3.867801 3.829879
C 2.663228 4.420445 2.876204
H 1.199860 6.820818 4.774287
H 2.715370 5.816183 6.483227
H 4.185861 3.932422 5.865157
H 4.146131 3.040090 3.554496
H 2.619851 4.032837 1.865871
F 4.711749 5.253300 8.782482
C 5.978713 5.178071 8.321143
C 6.354956 6.005981 7.283614
C 7.655548 5.920213 6.808610
C 8.550419 5.020462 7.371465
C 8.142135 4.200381 8.414341
C 6.844582 4.273327 8.901020
H 5.635695 6.690831 6.855243
H 7.966922 6.557655 5.991908
H 9.562027 4.954699 6.994526
H 8.834945 3.493462 8.851296
H 6.502484 3.644147 9.711149
F -5.604773 -4.222809 -1.127576
C -6.122886 -4.317007 -2.366282
C -6.477632 -3.152375 -3.014688
C -7.018557 -3.247875 -4.287858
C -7.196767 -4.487638 -4.886906
C -6.831432 -5.641754 -4.207027
C -6.287693 -5.565100 -2.932169
H -6.317856 -2.204167 -2.519206
H -7.293346 -2.345747 -4.819322
H -7.614104 -4.554008 -5.882829
H -6.967251 -6.610418 -4.670470
H -5.988749 -6.448004 -2.384000
F -3.229612 -1.978586 -4.372282
C -2.331638 -2.904171 -4.803017
C -2.797232 -4.129615 -5.236383
C -1.864763 -5.066847 -5.662876
C -0.506635 -4.770620 -5.647188
C -0.076871 -3.526874 -5.207818
C -0.994821 -2.581543 -4.780025
H -3.859058 -4.337870 -5.226119
H -2.204663 -6.038504 -5.998955
H 0.216131 -5.512129 -5.959690
H 0.974633 -3.285373 -5.151882
H -0.671026 -1.616429 -4.414162

Forces on atoms 1 to 3 (eV/Å):
0.1 -0.1 0.1
0.0 0.0 -0.1
0.0 0.1 0.0

Computed properties:
- Largest force on an atom: 0.61 eV/Å
- DFT total energy: -62948.1061 eV
- Total charge: -1
- Lowest unoccupied orbital energy: 2.07 eV



No. 2
A structure of composition C37H46CdFN6O5PSiTe, computed with wB97M-V/def2-TZVPD.

Element x y z (Å)
Cd 0.506200 -0.090900 0.501200
N -1.597400 3.687700 2.358400
C -0.905700 2.562500 1.975500
O -1.444700 1.481100 1.973200
C 0.541800 2.829200 1.633100
C 1.385200 1.563000 1.619300
H -2.596800 3.605300 2.465600
H -1.224700 4.598000 2.157400
H 0.921900 3.573100 2.353400
H 0.554400 3.292400 0.641700
H 1.526100 1.202800 2.641400
H 2.367200 1.784800 1.195500
C 3.396800 -2.177600 -3.565800
Si 3.020300 -1.388500 -1.833800
C 4.743200 -0.844700 -1.158900
C 2.377100 -2.909500 -0.892600
N 1.912300 -0.092700 -1.770100
C 1.999300 1.046400 -2.459900
C 2.958600 1.318600 -3.471900
C 2.990500 2.488200 -4.193600
C 2.084900 3.510300 -3.944900
C 1.139500 3.311000 -2.948700
C 1.099500 2.123700 -2.258600
F 0.109500 2.007200 -1.301300
H 4.053500 -3.038400 -3.461900
H 3.872300 -1.487700 -4.256900
H 2.477100 -2.522800 -4.031100
H 5.424600 -1.674600 -0.992000
H 4.602300 -0.338800 -0.208700
H 5.231900 -0.139300 -1.828400
H 3.017100 -3.769800 -1.073100
H 1.376000 -3.186300 -1.200600
H 2.349900 -2.725700 0.172200
H 3.692700 0.556500 -3.672300
H 3.737700 2.620000 -4.969300
H 2.112700 4.438600 -4.500700
H 0.420800 4.083500 -2.703800
C -12.910500 -4.769600 -1.340000
O -12.099400 -5.040400 -0.235500
C -10.829600 -4.466000 -0.235700
C -10.324300 -3.657300 -1.253000
C -9.058300 -3.130100 -1.151800
C -8.234300 -3.382600 -0.038600
C -8.763300 -4.207100 0.976000
C -10.029200 -4.735700 0.873800
C -6.922100 -2.832800 -0.008000
N -6.378100 -2.123900 -0.992900
C -5.119700 -1.829500 -0.606700
C -4.862100 -2.361100 0.666800
N -6.024300 -2.986100 1.036400
C -3.637700 -2.210100 1.335100
C -3.382500 -2.599400 2.644700
C -2.126600 -2.414400 3.179200
C -1.125700 -1.876100 2.362300
N -1.307700 -1.511000 1.119200
C -2.562800 -1.609700 0.559900
C -2.793800 -1.154900 -0.724400
N -1.677200 -0.767600 -1.544500
C -1.979100 0.125400 -2.582100
C -3.233700 0.365100 -3.006400
C -4.326300 -0.338700 -2.425000
C -4.102100 -1.098400 -1.304100
H -13.852900 -5.289700 -1.164200
H -12.464600 -5.141400 -2.271400
H -13.110000 -3.695200 -1.445300
H -10.915000 -3.432100 -2.129400
H -8.661400 -2.502500 -1.933000
H -8.173500 -4.436900 1.851900
H -10.428000 -5.369000 1.653500
H -6.185200 -3.476800 1.896300
H -4.172900 -3.038000 3.245700
H -1.906700 -2.686800 4.199400
H -0.124900 -1.757000 2.760500
H -1.112500 0.556700 -3.064800
H -3.425500 1.078700 -3.797200
H -5.318400 -0.266600 -2.840100
C 5.043500 -4.055300 1.327100
C 4.832100 -2.695100 1.976100
O 4.081700 -2.777800 3.151300
P 2.411000 -2.559000 2.950100
O 2.212100 -1.377000 2.077500
Te 1.342300 -4.599900 2.581600
O 2.152700 -2.032600 4.489000
C 2.367200 -2.951900 5.518000
C 1.498900 -2.588300 6.714800
H 5.671200 -3.941000 0.444000
H 4.078300 -4.468200 1.044300
H 5.517200 -4.744900 2.025900
H 4.327500 -2.026500 1.272300
H 5.805900 -2.254700 2.239700
H 3.430000 -2.954600 5.798700
H 2.117600 -3.966100 5.152500
H 1.700100 -1.561700 7.015100
H 1.701600 -3.250900 7.555500
H 0.448600 -2.662600 6.442400
C -0.909400 -1.917000 -2.015600
H -0.695100 -2.573200 -1.173900
H 0.025800 -1.564500 -2.452100
H -1.462600 -2.500000 -2.772100

Forces on atoms 1 to 3 (eV/Å):
-0.2 -0.1 -0.5
-0.4 0.2 0.2
0.1 0.5 0.2

Computed properties:
- Largest force on an atom: 2.48 eV/Å
- DFT total energy: -90040.3619 eV
- Total charge: -2
- Energy above the lowest of the compared OMol25 structures with the same formula, charge and spin: 79.5 kJ/mol
- Lowest unoccupied orbital energy: 3.31 eV



No. 3
A structure of composition C37H46ClLaN7O6SSi2, computed with wB97M-V/def2-TZVPD.

Element x y z (Å)
La -0.232566 -0.198541 -1.043411
O 1.948764 -0.143305 6.200546
C 2.668418 -0.833478 5.211827
C 2.134201 -0.492754 3.851300
C 2.837037 -0.800599 2.692079
C 2.254183 -0.514640 1.472407
N 1.060705 0.054641 1.331904
C 0.403078 0.416004 2.445279
C 0.906669 0.137906 3.712349
C -0.871281 1.142102 2.274237
C -1.497179 1.789014 3.338711
C -2.661127 2.512351 3.110032
C -3.355377 3.185115 4.267612
O -3.587810 2.280347 5.317162
C -3.165211 2.552288 1.815691
C -2.487927 1.872708 0.815218
N -1.372726 1.185470 1.031355
H 2.309668 -0.363593 7.065113
H 2.573292 -1.924066 5.346122
H 3.737821 -0.582908 5.254981
H 3.810715 -1.264620 2.734220
H 2.783102 -0.731086 0.555017
H 0.361468 0.387700 4.604448
H -1.096802 1.758861 4.340231
H -4.283988 3.662751 3.932329
H -2.702916 3.954387 4.691864
H -4.241400 1.628315 5.043325
H -4.061952 3.106182 1.587504
H -2.852694 1.881907 -0.208106
C -0.010714 -3.254266 1.844246
Si 0.379663 -3.787869 0.040147
C 0.256025 -5.698259 0.031311
C 2.215067 -3.400013 -0.387785
C -0.709313 -2.724553 -1.101925
C -2.086872 -2.603412 -0.591717
C -2.887741 -3.701889 -0.255153
C -4.177379 -3.508295 0.185529
C -4.668104 -2.208271 0.263157
C -3.829414 -1.173115 -0.093216
N -2.568486 -1.347507 -0.485243
Si -0.817188 -3.264207 -2.957475
C 0.910894 -2.850272 -3.680250
C -2.179669 -2.247133 -3.819891
C -1.217374 -5.104416 -3.300152
H 0.859833 -3.328939 2.487025
H -0.778522 -3.892755 2.266875
H -0.378026 -2.232379 1.886065
H 0.927247 -6.128308 0.770522
H 0.535092 -6.108246 -0.933298
H -0.741072 -6.059825 0.261703
H 2.820508 -3.316284 0.507098
H 2.301725 -2.468195 -0.944582
H 2.648257 -4.193458 -0.985004
H -2.482785 -4.695271 -0.352698
H -4.800923 -4.346083 0.460095
H -5.676996 -2.010318 0.584878
H -4.182314 -0.149250 -0.055742
H 1.196429 -1.827053 -3.421852
H 0.896629 -2.921132 -4.761601
H 1.671397 -3.535308 -3.320301
H -1.922342 -1.192612 -3.853066
H -3.133686 -2.346932 -3.309061
H -2.322148 -2.576050 -4.844496
H -0.455236 -5.780542 -2.932573
H -1.305838 -5.271479 -4.368768
H -2.161973 -5.397797 -2.855142
O -2.465664 4.341032 -4.732228
C -2.060074 4.965302 -3.653737
O -2.282789 6.131248 -3.445816
C -1.309556 4.167544 -2.627851
C -0.853811 4.716551 -1.431109
Cl -0.900336 6.327461 -0.917962
N -0.282352 3.725104 -0.704348
N -0.336754 2.563858 -1.374136
C -0.953121 2.801065 -2.531294
C -1.150120 1.647886 -3.497932
O -1.701043 1.859077 -4.574427
O -0.714149 0.526558 -3.103713
C 0.279706 3.814200 0.588011
C -0.360796 4.541361 1.583518
C 0.206664 4.615526 2.842222
C 1.403146 3.973350 3.115453
C 2.030924 3.243137 2.120062
C 1.472591 3.154285 0.857717
H -2.210211 3.368988 -4.777533
H -1.290134 5.042883 1.370757
H -0.289933 5.186497 3.609439
H 1.843441 4.054977 4.096785
H 2.967742 2.743931 2.317713
H 1.957169 2.587025 0.077482
C 5.837858 1.787066 -3.959095
N 4.620883 1.795388 -3.180822
C 4.004162 0.723007 -2.679014
N 4.497875 -0.501737 -2.909497
S 2.664188 0.960446 -1.693138
H 6.041667 2.800605 -4.290345
H 5.734744 1.154625 -4.842689
H 6.686378 1.438202 -3.364994
H 4.219658 2.686603 -2.932996
H 5.260994 -0.648060 -3.548191
H 3.988237 -1.301760 -2.575298

Forces on atoms 1 to 3 (eV/Å):
0.2 -0.2 1.5
-0.2 0.2 0.1
0.4 -0.3 0.0

Computed properties:
- Largest force on an atom: 1.55 eV/Å
- DFT total energy: -101806.1929 eV
- Total charge: +1
- Energy above the lowest of the compared OMol25 structures with the same formula, charge and spin: 35.4 kJ/mol
- Lowest unoccupied orbital energy: -3.09 eV



| no. | M (g mol⁻¹) | Kohn-Sham gap (eV) |
| --- | --- | --- |
| 1 | 673.6 | 6.47 |
| 2 | 972.9 | 3.48 |
| 3 | 947.4 | 7.03 |